Entry 1:
C24H23BCeF13N5O4S3 as an isolated structure in a non-equilibrium geometry, computed with ωB97M-V with the def2-TZVPD basis set.

Properties
Energy   -4496.30646 Eh
E_HOMO   -8.41 eV
M   939.582 g mol⁻¹
LUMO level   -2.80 eV
Multiplicity   1
HOMO-LUMO gap   5.608 eV
Energy relative to the best compared isomer or geometry (same formula, charge and spin)   130.3 kJ/mol

Last column: Löwdin charge in e.
Element x y z (Å)
Ce: 0.11 -1.45 1.01  1.40
F: -5.97 1.42 2.97  0.12
C: -5.11 0.79 2.13  -0.60
F: -5.53 -0.48 2.08  0.14
F: -5.37 1.33 0.92  0.12
C: -3.69 0.93 2.57  -0.11
C: -3.37 1.72 3.65  0.01
C: -2.05 1.78 4.09  -0.03
C: -1.11 1.00 3.43  -0.10
N: -1.38 0.27 2.36  -0.04
C: -2.65 0.25 1.87  -0.66
S: -2.86 -0.55 0.40  0.82
H: -4.14 2.29 4.16  0.13
H: -1.77 2.38 4.93  0.11
H: -0.08 0.96 3.76  0.11
N: 1.87 3.12 -5.01  0.10
C: 2.17 1.97 -4.29  -0.33
C: 2.53 2.06 -2.95  -0.07
C: 2.72 0.90 -2.21  -0.11
C: 2.59 -0.34 -2.81  -0.28
C: 2.27 -0.44 -4.15  -0.06
C: 2.06 0.71 -4.89  -0.02
S: 2.77 -1.77 -1.76  0.67
O: 3.71 -1.40 -0.73  -0.31
O: 3.14 -2.92 -2.55  -0.27
N: 1.33 -1.93 -1.01  -0.17
C: 0.29 -2.27 -1.75  -0.47
N: 0.36 -2.36 -3.09  0.15
C: -0.68 -2.85 -3.72  -0.09
C: -1.85 -3.24 -3.08  -0.02
C: -1.90 -2.98 -1.71  -0.10
N: -0.87 -2.48 -1.06  0.01
H: 2.27 3.96 -4.64  0.09
H: 1.91 3.03 -6.01  0.09
H: 2.63 3.03 -2.48  0.11
H: 2.99 0.93 -1.17  0.12
H: 2.18 -1.41 -4.59  0.11
H: 1.79 0.66 -5.94  0.11
H: -0.58 -2.93 -4.80  0.12
H: -2.68 -3.68 -3.60  0.10
H: -2.79 -3.16 -1.12  0.12
F: 0.19 -3.77 1.18  0.06
B: -1.01 -3.97 1.95  -1.26
F: -1.99 -4.43 1.14  0.22
F: -0.76 -4.76 3.02  0.23
F: -1.35 -2.63 2.38  0.03
C: 4.07 -0.71 2.26  0.05
C: 2.67 -0.70 2.89  -0.45
O: 1.67 -0.20 2.16  -0.19
C: 2.77 0.05 4.26  -0.55
F: 1.72 -0.16 5.07  0.15
F: 3.86 -0.28 4.99  0.15
F: 2.86 1.37 4.08  0.16
C: 2.30 -2.18 3.20  -0.52
F: 0.98 -2.27 3.56  0.13
F: 3.00 -2.82 4.14  0.20
F: 2.40 -2.90 2.06  0.15
H: 4.54 0.27 2.36  0.10
H: 3.97 -0.95 1.20  0.06
H: 4.69 -1.46 2.75  0.10
O: 0.16 0.57 -0.30  -0.62
S: 0.00 1.84 -1.04  1.05
C: -1.55 1.66 -2.05  -0.27
C: -2.64 2.55 -1.47  -0.23
C: -1.92 3.70 -0.76  -0.23
C: -0.85 3.04 0.09  -0.26
H: -1.80 0.60 -2.00  0.06
H: -1.29 1.93 -3.07  0.09
H: -3.23 1.99 -0.75  0.07
H: -3.30 2.92 -2.24  0.12
H: -2.61 4.30 -0.17  0.12
H: -1.45 4.36 -1.49  0.11
H: -1.28 2.47 0.91  0.08
H: -0.11 3.74 0.48  0.09



Entry 2:
A 7-piece molecular cluster, C31H35F6NO18P overall, computed with ωB97M-V with the def2-TZVPD basis set.

Properties
Energy   -3551.95060 Eh
E_HOMO   -4.14 eV
Total charge   -1
M   854.572 g mol⁻¹
LUMO level   2.10 eV
Multiplicity   1
HOMO-LUMO gap   6.237 eV
Energy relative to the best compared isomer or geometry (same formula, charge and spin)   0.0 kJ/mol

Last column: Löwdin charge in e.
Element x y z (Å)
C: -1.04 -0.36 2.89  -0.03
C: -1.47 -0.52 1.46  -0.31
C: -2.06 0.54 0.77  -0.07
C: -2.44 0.42 -0.56  -0.06
C: -2.27 -0.77 -1.26  -0.32
C: -2.61 -0.88 -2.70  -0.34
P: -1.45 0.24 -3.79  0.40
C: -0.29 1.35 -4.83  -0.36
C: -0.66 2.00 -6.00  -0.10
C: 0.25 2.83 -6.67  -0.10
C: 1.52 2.98 -6.13  -0.20
N: 1.92 2.37 -5.01  0.02
C: 1.02 1.59 -4.40  -0.20
C: -1.70 -1.84 -0.56  -0.04
C: -1.32 -1.72 0.77  -0.08
H: -1.13 -1.30 3.43  0.07
H: 0.00 -0.03 2.93  0.06
H: -1.65 0.40 3.37  0.08
H: -2.21 1.47 1.31  0.09
H: -2.88 1.28 -1.07  0.10
H: -3.65 -0.60 -2.88  0.07
H: -2.45 -1.91 -3.04  0.06
H: -0.72 -0.95 -4.28  -0.02
H: -0.48 0.35 -2.68  -0.02
H: -2.16 1.46 -3.31  -0.02
H: -2.37 0.14 -4.93  -0.03
H: -1.67 1.87 -6.39  0.09
H: -0.02 3.36 -7.58  0.08
H: 2.25 3.63 -6.61  0.09
H: 1.34 1.08 -3.50  0.07
H: -1.56 -2.78 -1.07  0.11
H: -0.89 -2.58 1.28  0.10
C: 3.49 0.48 4.50  -0.04
C: 3.51 1.33 5.75  -0.30
O: 2.63 2.39 5.40  0.13
C: 1.75 1.91 4.47  -0.55
O: 0.74 2.45 4.15  0.17
O: 2.19 0.73 3.98  0.05
F: 4.74 1.84 6.03  0.08
H: 4.25 0.82 3.79  0.13
H: 3.61 -0.58 4.68  0.13
H: 3.13 0.85 6.65  0.17
C: -4.10 3.68 4.30  -0.04
C: -4.02 3.49 2.80  -0.31
O: -4.67 2.25 2.63  0.12
C: -5.54 2.06 3.66  -0.55
O: -6.39 1.24 3.69  0.18
O: -5.30 2.97 4.63  0.07
F: -2.75 3.39 2.36  0.08
H: -3.24 3.21 4.79  0.15
H: -4.19 4.72 4.62  0.14
H: -4.54 4.25 2.21  0.17
C: 2.31 -3.24 1.83  -0.03
C: 2.34 -4.48 2.70  -0.31
O: 3.64 -4.43 3.26  0.13
C: 4.05 -3.13 3.28  -0.56
O: 4.97 -2.72 3.90  0.17
O: 3.23 -2.38 2.52  0.07
F: 2.20 -5.62 1.99  0.08
H: 2.70 -3.46 0.84  0.15
H: 1.34 -2.76 1.75  0.12
H: 1.60 -4.49 3.51  0.17
C: 3.13 1.36 -0.99  -0.03
C: 2.25 0.90 0.16  -0.29
O: 3.21 0.62 1.18  0.11
C: 4.31 1.37 0.95  -0.56
O: 5.19 1.54 1.73  0.16
O: 4.27 1.90 -0.29  0.08
F: 1.56 -0.23 -0.10  0.09
H: 3.45 0.50 -1.58  0.15
H: 2.69 2.11 -1.63  0.13
H: 1.55 1.66 0.53  0.18
C: 3.65 -0.50 -6.15  -0.06
C: 3.61 -1.02 -7.57  -0.32
O: 2.96 -2.26 -7.42  0.12
C: 2.16 -2.20 -6.30  -0.54
O: 1.32 -2.98 -6.04  0.19
O: 2.48 -1.10 -5.59  0.06
F: 4.86 -1.23 -8.08  0.06
H: 4.54 -0.87 -5.63  0.14
H: 3.58 0.58 -6.06  0.12
H: 3.06 -0.40 -8.27  0.17
C: -4.69 -1.12 2.27  -0.04
C: -4.91 -2.62 2.21  -0.30
O: -3.95 -3.11 3.13  0.13
C: -3.70 -2.13 4.03  -0.58
O: -3.11 -2.30 5.05  0.16
O: -4.21 -0.96 3.61  0.06
F: -4.67 -3.14 0.98  0.08
H: -3.91 -0.82 1.56  0.11
H: -5.59 -0.53 2.12  0.13
H: -5.91 -2.95 2.53  0.17



Entry 3:
A 9-piece molecular cluster, C36H62N6O20 overall in a non-equilibrium geometry, computed with ωB97M-V with the def2-TZVPD basis set.

Properties
Energy   -3241.88742 Eh
E_HOMO (alpha / beta)   -2.57 / -4.77 eV
Total charge   -1
M   898.914 g mol⁻¹
LUMO level (alpha / beta)   -0.55 / -0.55 eV
Multiplicity   2
HOMO-LUMO gap (alpha / beta)   2.013 / 4.213 eV

Last column: Löwdin charge in e.
Element x y z (Å)
C: -5.25 -1.09 3.92  0.03
N: -5.23 -1.27 2.46  -0.39
O: -4.28 -0.88 1.82  0.07
O: -6.27 -1.71 1.85  0.02
H: -5.02 -2.03 4.42  0.11
H: -6.25 -0.73 4.16  0.10
H: -4.69 -0.25 4.34  0.09
C: 4.45 4.17 -2.66  0.04
N: 3.98 3.08 -3.57  -0.42
O: 4.04 3.35 -4.76  0.06
O: 3.45 2.16 -2.99  0.08
H: 4.59 5.11 -3.19  0.10
H: 5.42 3.95 -2.20  0.10
H: 3.64 4.23 -1.94  0.07
C: 3.06 2.75 2.91  -0.03
C: 4.28 3.49 2.32  -0.43
C: 4.25 3.36 0.80  -0.17
O: 4.51 2.03 0.28  -0.21
C: 5.57 1.23 0.85  -0.09
N: 4.13 4.89 2.61  0.04
H: 3.09 1.71 2.57  0.08
H: 2.13 3.19 2.57  0.07
H: 3.09 2.79 4.00  0.08
H: 5.22 3.12 2.73  0.13
H: 5.03 4.04 0.46  0.11
H: 3.32 3.73 0.35  0.10
H: 5.23 0.58 1.67  0.09
H: 6.53 1.71 1.02  0.09
H: 5.83 0.42 0.17  0.07
H: 4.01 4.98 3.61  0.08
H: 4.91 5.48 2.36  0.08
C: -5.14 -2.55 -1.94  -0.05
C: -5.49 -2.87 -3.42  -0.43
C: -6.61 -4.02 -3.52  -0.12
O: -6.94 -4.33 -4.93  -0.22
C: -7.74 -5.40 -5.20  -0.16
N: -5.90 -1.73 -4.16  0.03
H: -4.81 -3.43 -1.39  0.08
H: -5.95 -2.12 -1.35  0.07
H: -4.51 -1.66 -1.90  0.06
H: -4.61 -3.29 -3.90  0.14
H: -7.53 -3.67 -3.05  0.12
H: -6.25 -4.95 -3.08  0.11
H: -7.38 -6.24 -4.61  0.08
H: -7.72 -5.65 -6.27  0.09
H: -8.77 -5.22 -4.90  0.08
H: -6.86 -1.58 -3.88  0.07
H: -6.09 -2.09 -5.09  0.06
C: 6.74 -4.51 0.34  -0.06
C: 5.67 -3.71 -0.49  -0.41
C: 4.32 -4.43 -0.78  -0.15
O: 3.40 -3.46 -1.35  -0.23
C: 3.40 -3.25 -2.74  -0.11
N: 5.47 -2.43 0.20  0.04
H: 6.31 -5.26 1.00  0.06
H: 7.26 -3.87 1.05  0.06
H: 7.36 -5.17 -0.27  0.06
H: 6.08 -3.59 -1.49  0.12
H: 3.89 -4.82 0.14  0.13
H: 4.50 -5.27 -1.45  0.12
H: 4.34 -2.79 -3.07  0.08
H: 2.64 -2.57 -3.11  0.08
H: 3.24 -4.22 -3.21  0.09
H: 4.87 -1.81 -0.31  0.04
H: 4.77 -2.81 0.82  0.07
C: -4.27 2.31 1.90  -0.04
C: -4.64 3.79 1.77  -0.43
C: -5.30 4.40 3.04  -0.22
O: -6.39 3.55 3.28  -0.17
C: -7.01 3.92 4.53  -0.12
N: -3.48 4.56 1.42  0.03
H: -4.18 2.07 2.96  0.07
H: -3.36 1.98 1.39  0.07
H: -5.18 1.77 1.63  0.08
H: -5.35 3.91 0.95  0.13
H: -5.58 5.44 2.91  0.12
H: -4.57 4.39 3.86  0.12
H: -7.31 4.96 4.65  0.08
H: -6.54 3.62 5.47  0.08
H: -7.96 3.44 4.74  0.08
H: -3.78 5.32 0.81  0.07
H: -2.81 4.02 0.89  0.05
C: 0.80 -6.97 1.06  0.03
C: 0.20 -6.05 0.32  -0.28
C: 0.46 -5.91 -1.15  -0.41
O: -0.17 -5.07 -1.83  -0.04
C: 1.52 -6.69 -1.62  0.00
C: 2.17 -7.64 -0.88  -0.24
C: 1.89 -7.86 0.54  -0.40
O: 2.39 -8.75 1.26  -0.05
O: 3.25 -8.34 -1.42  0.00
O: -0.63 -5.16 0.89  0.04
H: 0.49 -7.16 2.08  0.11
H: 1.86 -6.41 -2.61  0.11
H: 3.46 -9.12 -0.89  0.08
H: -1.04 -4.62 0.21  0.06
C: -0.56 0.90 -0.36  0.07
C: -1.23 -0.20 -0.56  -0.23
C: -0.53 -1.48 -0.77  -0.25
O: -1.09 -2.53 -0.49  0.14
C: 0.93 -1.35 -1.00  0.11
C: 1.59 -0.20 -0.89  -0.16
C: 0.89 1.07 -0.57  -0.27
O: 1.45 2.17 -0.60  0.08
O: 3.00 -0.13 -0.95  0.05
O: -2.60 -0.22 -0.47  0.07
H: -1.17 1.79 -0.25  0.13
H: 1.49 -2.27 -1.15  0.11
H: 3.25 0.80 -1.02  0.05
H: -2.92 -1.09 -0.24  0.08
C: 2.29 7.02 -0.48  0.05
C: 1.49 5.88 -0.32  -0.17
C: 0.94 5.44 1.01  -0.36
O: 0.16 4.53 1.18  0.12
C: 1.46 6.27 2.04  0.04
C: 2.13 7.50 1.85  -0.22
C: 2.60 7.98 0.52  -0.30
O: 3.27 9.04 0.23  0.06
O: 2.50 8.24 2.89  0.10
O: 1.33 5.14 -1.44  0.08
H: 2.63 7.23 -1.48  0.13
H: 1.32 6.00 3.07  0.13
H: 2.67 7.75 3.70  0.12
H: 1.05 4.24 -1.23  0.08



Entry 4:
A 6-piece molecular cluster, C21H56N2O16S5 overall, computed with ωB97M-V with the def2-TZVPD basis set.

Properties
Energy   -4137.94351 Eh
E_HOMO   -8.79 eV
SMILES string   COC[C@@H](N)CCCN.CCOS(C)(=O)=O.CCOS(C)(=O)=O.CCOS(C)(=O)=O.CCOS(C)(=O)=O.CCOS(C)(=O)=O
M   753.012 g mol⁻¹
LUMO level   0.50 eV
Multiplicity   1
HOMO-LUMO gap   9.296 eV
Energy relative to the best compared isomer or geometry (same formula, charge and spin)   0.0 kJ/mol

Last column: Löwdin charge in e.
Element x y z (Å)
C: 0.16 -3.31 2.81  -0.09
O: 0.10 -2.91 4.17  -0.21
C: 1.29 -2.27 4.59  -0.20
C: 2.05 -3.09 5.65  -0.38
N: 1.93 -4.53 5.49  0.07
C: 3.51 -2.65 5.67  -0.17
C: 4.36 -3.14 4.49  -0.22
C: 5.48 -4.06 4.95  -0.31
N: 6.17 -4.66 3.80  -0.01
H: 0.39 -2.45 2.18  0.07
H: -0.82 -3.69 2.54  0.09
H: 0.89 -4.11 2.66  0.09
H: 1.02 -1.31 5.04  0.10
H: 1.93 -2.04 3.74  0.12
H: 1.63 -2.84 6.62  0.13
H: 2.56 -4.91 4.80  0.06
H: 0.98 -4.78 5.26  0.07
H: 3.97 -2.93 6.61  0.11
H: 3.51 -1.55 5.67  0.11
H: 3.77 -3.71 3.78  0.10
H: 4.78 -2.30 3.94  0.11
H: 6.15 -3.49 5.61  0.11
H: 5.05 -4.85 5.56  0.11
H: 6.81 -5.37 4.12  0.06
H: 6.74 -3.96 3.35  0.06
O: -2.78 3.00 3.85  -0.29
S: -1.98 3.00 5.04  0.57
O: -0.55 2.95 4.91  -0.27
O: -2.48 1.85 6.00  -0.26
C: -2.65 0.53 5.41  -0.23
C: -1.33 -0.18 5.20  -0.08
C: -2.42 4.36 6.06  -0.11
H: -3.20 0.64 4.47  0.11
H: -3.28 0.00 6.11  0.12
H: -0.72 0.32 4.45  0.07
H: -1.50 -1.21 4.86  0.08
H: -0.76 -0.21 6.13  0.09
H: -3.50 4.37 6.18  0.08
H: -2.08 5.26 5.56  0.08
H: -1.91 4.25 7.02  0.08
O: 1.01 -1.29 -0.35  -0.27
S: 0.09 -2.04 -1.15  0.56
O: -0.39 -3.30 -0.66  -0.29
O: 0.70 -2.25 -2.60  -0.26
C: 2.05 -2.77 -2.67  -0.24
C: 2.11 -4.27 -2.45  -0.07
C: -1.28 -1.04 -1.60  -0.11
H: 2.68 -2.23 -1.96  0.11
H: 2.38 -2.51 -3.68  0.12
H: 1.85 -4.53 -1.43  0.07
H: 3.12 -4.62 -2.66  0.08
H: 1.41 -4.78 -3.11  0.08
H: -0.91 -0.09 -1.99  0.06
H: -1.86 -0.87 -0.69  0.08
H: -1.88 -1.57 -2.34  0.06
O: -0.76 2.05 -0.85  -0.29
S: -1.39 3.05 -0.05  0.57
O: -2.76 3.36 -0.28  -0.27
O: -0.52 4.38 -0.14  -0.26
C: -0.16 4.85 -1.46  -0.24
C: -1.29 5.57 -2.16  -0.06
C: -1.13 2.72 1.66  -0.13
H: 0.21 4.01 -2.05  0.11
H: 0.68 5.52 -1.28  0.12
H: -2.10 4.89 -2.41  0.07
H: -0.92 6.02 -3.08  0.06
H: -1.70 6.35 -1.52  0.09
H: -0.08 2.53 1.83  0.08
H: -1.73 1.84 1.91  0.07
H: -1.48 3.58 2.24  0.05
O: 1.56 8.82 -4.98  -0.27
S: 0.70 8.05 -5.83  0.56
O: 0.19 6.80 -5.36  -0.28
O: 1.41 7.84 -7.23  -0.26
C: 2.77 7.34 -7.21  -0.25
C: 2.84 5.85 -6.97  -0.07
C: -0.63 9.04 -6.40  -0.12
H: 3.34 7.90 -6.46  0.11
H: 3.17 7.60 -8.19  0.12
H: 2.52 5.59 -5.97  0.07
H: 3.87 5.50 -7.11  0.08
H: 2.20 5.32 -7.68  0.08
H: -0.23 9.97 -6.79  0.08
H: -1.27 9.23 -5.54  0.08
H: -1.17 8.49 -7.16  0.08
O: -5.92 -4.61 -3.54  -0.28
S: -5.13 -5.62 -4.18  0.56
O: -5.04 -6.92 -3.59  -0.27
O: -3.67 -5.05 -4.41  -0.26
C: -3.00 -4.44 -3.28  -0.25
C: -2.41 -5.45 -2.32  -0.06
C: -5.59 -5.77 -5.87  -0.12
H: -3.70 -3.77 -2.78  0.11
H: -2.22 -3.83 -3.73  0.12
H: -3.19 -6.01 -1.81  0.08
H: -1.81 -4.92 -1.58  0.05
H: -1.78 -6.15 -2.86  0.09
H: -5.60 -4.78 -6.31  0.07
H: -6.58 -6.22 -5.88  0.08
H: -4.87 -6.42 -6.37  0.07



Entry 5:
A 2-piece molecular cluster, C27H22N3O3 overall, computed with ωB97M-V with the def2-TZVPD basis set.

Properties
Energy   -1431.87548 Eh
E_HOMO   -11.57 eV
Total charge   +1
M   436.491 g mol⁻¹
LUMO level   -4.08 eV
Multiplicity   1
HOMO-LUMO gap   7.490 eV

Last column: natural (NBO) charge in e.
Element x y z (Å)
N: -1.49 2.26 1.64  -0.93
C: -2.68 1.73 2.23  0.70
O: -3.67 1.47 1.61  -0.51
C: -2.65 1.52 3.72  -0.53
C: -2.50 0.07 4.14  -0.19
N: -1.26 -0.54 3.56  -0.26
C: -1.31 -1.56 2.70  0.07
C: -0.15 -2.12 2.20  -0.21
C: 1.07 -1.58 2.58  -0.10
C: 1.13 -0.50 3.45  -0.04
C: 2.38 0.17 3.91  0.15
C: 3.50 0.17 3.09  -0.23
C: 4.65 0.82 3.53  -0.14
C: 4.59 1.43 4.76  -0.23
C: 3.42 1.35 5.50  0.06
N: 2.31 0.74 5.11  -0.42
C: -0.08 -0.01 3.94  0.11
H: -1.71 3.15 1.21  0.41
H: -1.23 1.64 0.88  0.39
H: -1.87 2.14 4.15  0.24
H: -3.60 1.87 4.13  0.27
H: -3.34 -0.55 3.84  0.24
H: -2.35 0.05 5.21  0.24
H: -2.28 -1.94 2.43  0.24
H: -0.19 -2.98 1.55  0.26
H: 2.00 -2.00 2.21  0.25
H: 3.48 -0.31 2.13  0.22
H: 5.52 0.84 2.90  0.24
H: 5.44 1.96 5.16  0.24
H: 3.39 1.84 6.47  0.21
H: -0.07 0.81 4.65  0.26
C: -1.38 -1.22 -0.81  -0.21
C: -2.21 -0.12 -1.08  -0.23
C: -2.19 0.46 -2.33  -0.17
C: -1.35 -0.04 -3.32  -0.05
C: -0.52 -1.12 -3.05  -0.13
C: -0.54 -1.71 -1.79  -0.16
C: 0.43 -1.65 -4.08  0.55
O: 1.15 -2.59 -3.82  -0.52
C: 0.46 -0.97 -5.40  -0.16
C: 1.37 -1.41 -6.36  -0.15
C: 1.40 -0.81 -7.60  -0.18
C: 0.53 0.24 -7.90  -0.18
C: -0.37 0.68 -6.95  -0.17
C: -0.40 0.09 -5.69  -0.06
C: -1.36 0.60 -4.67  0.52
O: -2.12 1.51 -4.92  -0.51
H: -1.40 -1.69 0.16  0.19
H: -2.87 0.27 -0.32  0.23
H: -2.83 1.30 -2.55  0.25
H: 0.10 -2.56 -1.59  0.24
H: 2.04 -2.23 -6.13  0.24
H: 2.11 -1.15 -8.35  0.23
H: 0.56 0.70 -8.88  0.23
H: -1.05 1.49 -7.17  0.24